# 1
{"formula": "C36H72O21", "method": "wB97M-V/def2-TZVPD", "elements": ["C", "C", "O", "C", "O", "O", "C", "H", "H", "H", "H", "H", "H", "H", "H", "C", "C", "O", "C", "O", "O", "C", "H", "H", "H", "H", "H", "H", "H", "H", "C", "C", "O", "C", "O", "O", "C", "H", "H", "H", "H", "H", "H", "H", "H", "C", "C", "O", "C", "O", "O", "C", "H", "H", "H", "H", "H", "H", "H", "H", "C", "C", "O", "C", "O", "O", "C", "H", "H", "H", "H", "H", "H", "H", "H", "C", "C", "O", "C", "O", "O", "C", "H", "H", "H", "H", "H", "H", "H", "H", "C", "C", "C", "O", "C", "H", "H", "H", "H", "H", "H", "H", "H", "C", "C", "C", "O", "C", "H", "H", "H", "H", "H", "H", "H", "H", "C", "C", "C", "O", "C", "H", "H", "H", "H", "H", "H", "H", "H"], "positions_angstrom": [[4.862, -9.691, -1.625], [5.607, -8.404, -1.924], [4.778, -7.423, -2.612], [3.958, -6.590, -1.957], [3.734, -6.601, -0.773], [3.473, -5.735, -2.862], [2.579, -4.712, -2.482], [5.459, -10.326, -0.972], [4.529, -10.309, -2.459], [3.941, -9.403, -1.116], [6.529, -8.541, -2.488], [5.895, -8.004, -0.952], [2.492, -3.968, -3.274], [2.756, -4.127, -1.579], [1.607, -5.178, -2.324], [-1.866, 0.583, 5.296], [-3.355, 0.559, 5.450], [-3.881, 1.823, 5.623], [-4.318, 2.574, 4.632], [-4.552, 2.105, 3.509], [-4.492, 3.809, 5.068], [-4.714, 4.798, 4.093], [-1.353, 0.945, 6.187], [-1.505, 1.270, 4.531], [-1.528, -0.436, 5.108], [-3.527, -0.058, 6.332], [-3.939, 0.004, 4.716], [-5.656, 4.646, 3.566], [-3.904, 4.755, 3.366], [-4.851, 5.776, 4.556], [0.909, -1.459, -1.549], [-0.060, -0.607, -0.693], [-0.142, 0.692, -1.182], [-0.998, 1.673, -0.623], [-1.226, 2.834, -1.009], [-1.531, 1.196, 0.468], [-2.515, 1.987, 1.184], [1.072, -1.182, -2.591], [0.665, -2.522, -1.531], [1.916, -1.405, -1.137], [0.109, -0.668, 0.382], [-1.003, -1.117, -0.889], [-3.259, 2.311, 0.457], [-2.048, 2.904, 1.542], [-3.000, 1.369, 1.940], [6.830, -5.049, -4.273], [6.057, -3.830, -3.715], [6.458, -3.430, -2.370], [5.576, -2.741, -1.657], [4.554, -2.193, -2.064], [6.091, -2.694, -0.438], [5.499, -1.889, 0.565], [6.433, -5.880, -3.689], [7.910, -4.955, -4.169], [6.653, -5.256, -5.328], [4.988, -4.034, -3.776], [6.281, -3.031, -4.422], [4.448, -2.110, 0.751], [5.502, -0.875, 0.166], [6.033, -1.992, 1.511], [0.891, 5.862, 1.496], [0.394, 4.582, 0.758], [1.182, 3.431, 1.086], [0.956, 2.749, 2.176], [0.158, 3.041, 3.080], [1.615, 1.594, 2.084], [1.423, 0.606, 3.067], [0.935, 5.699, 2.573], [0.160, 6.634, 1.257], [1.862, 6.273, 1.220], [0.417, 4.645, -0.330], [-0.649, 4.386, 1.004], [0.448, 0.530, 3.547], [2.151, 0.681, 3.874], [1.651, -0.375, 2.650], [-4.434, 4.956, -3.256], [-4.609, 4.926, -1.777], [-3.863, 6.013, -1.161], [-3.690, 5.923, 0.258], [-4.160, 5.026, 1.000], [-2.832, 6.862, 0.644], [-2.373, 6.897, 2.004], [-3.545, 5.511, -3.556], [-5.235, 5.463, -3.794], [-4.430, 3.937, -3.643], [-4.363, 3.936, -1.394], [-5.654, 5.117, -1.531], [-3.165, 6.916, 2.752], [-1.642, 7.706, 2.005], [-1.728, 6.037, 2.183], [-0.190, -4.656, 0.622], [-0.218, -3.795, 1.835], [-0.786, -4.647, 2.986], [-1.627, -5.595, 2.317], [-1.151, -5.796, 0.949], [0.775, -5.163, 0.616], [-0.290, -4.153, -0.340], [-0.986, -3.031, 1.719], [0.801, -3.432, 1.970], [-1.276, -3.982, 3.698], [0.055, -5.154, 3.458], [-1.967, -5.735, 0.230], [-0.660, -6.769, 0.942], [3.704, 3.596, -1.966], [3.134, 2.214, -1.791], [2.280, 2.012, -2.994], [3.036, 2.594, -3.978], [3.596, 3.796, -3.434], [4.721, 3.590, -1.572], [3.112, 4.336, -1.429], [2.643, 2.264, -0.819], [3.763, 1.327, -1.720], [1.262, 2.401, -2.950], [2.281, 0.930, -3.126], [2.975, 4.661, -3.662], [4.573, 3.931, -3.899], [-6.350, 1.207, -1.794], [-6.662, 1.233, -0.327], [-6.271, -0.205, 0.120], [-5.180, -0.529, -0.778], [-5.040, 0.444, -1.794], [-6.184, 2.155, -2.307], [-7.075, 0.687, -2.421], [-7.728, 1.427, -0.206], [-6.052, 2.001, 0.148], [-7.128, -0.858, -0.040], [-5.914, -0.200, 1.150], [-4.636, 0.156, -2.765], [-4.169, 0.982, -1.418]], "s_squared": 0.75, "multiplicity": 2, "orbital_gap_ev": [1.5, 9.3], "charge": -1, "lumo_energy_ev": [2.12, 2.06]}

# 2
{"formula": "C10H26MnNO4", "method": "wB97M-V/def2-TZVPD", "elements": ["Mn", "C", "C", "O", "H", "H", "H", "H", "H", "C", "C", "O", "H", "H", "H", "H", "H", "C", "C", "O", "H", "H", "H", "H", "H", "C", "C", "C", "O", "C", "N", "H", "H", "H", "H", "H", "H", "H", "H", "H", "H", "H"], "positions_angstrom": [[-0.270, 0.100, 0.121], [0.514, -1.405, -3.676], [0.822, -1.591, -2.192], [-0.252, -1.394, -1.369], [0.358, -0.350, -3.928], [-0.406, -1.923, -3.948], [1.382, -1.720, -4.270], [1.648, -0.890, -1.928], [1.248, -2.615, -2.059], [0.977, 4.296, -0.588], [0.494, 2.956, -1.167], [0.279, 1.997, -0.213], [0.142, 4.963, -0.386], [1.628, 4.739, -1.354], [1.568, 4.162, 0.320], [1.143, 2.537, -1.958], [-0.458, 3.217, -1.681], [-4.687, 0.669, 0.542], [-3.214, 1.086, 0.365], [-2.381, 0.122, -0.085], [-5.229, 1.374, 1.189], [-4.754, -0.293, 1.061], [-5.233, 0.677, -0.405], [-2.925, 1.518, 1.363], [-3.225, 1.993, -0.288], [0.546, -3.184, 1.465], [0.567, -1.910, 2.334], [1.834, -1.119, 2.059], [1.733, -0.610, 0.741], [2.874, 0.179, 0.412], [-0.638, -1.141, 1.984], [0.251, -3.005, 0.428], [-0.023, -4.000, 1.930], [1.515, -3.706, 1.511], [0.525, -2.358, 3.334], [2.698, -1.786, 2.131], [1.933, -0.267, 2.745], [3.776, -0.398, 0.630], [2.825, 1.161, 0.886], [2.842, 0.370, -0.659], [-1.017, -0.678, 2.810], [-1.411, -1.775, 1.794]], "s_squared": 8.75, "multiplicity": 6, "orbital_gap_ev": [6.0, 6.5], "charge": -1, "lumo_energy_ev": [2.83, 2.82]}

# 3
{"formula": "C6H12O", "method": "wB97M-V/def2-TZVPD", "elements": ["C", "C", "O", "C", "H", "H", "H", "H", "H", "H", "C", "C", "C", "H", "H", "H", "H", "H", "H"], "positions_angstrom": [[1.162, 1.885, 0.121], [1.063, 0.815, 0.905], [1.283, -0.479, 0.559], [2.164, -0.658, -0.531], [0.976, 2.868, 0.537], [1.348, 1.819, -0.946], [0.774, 0.882, 1.950], [3.129, -0.198, -0.286], [1.783, -0.213, -1.458], [2.284, -1.733, -0.674], [-1.945, 0.822, -0.052], [-1.898, -0.389, 0.490], [-1.599, -1.656, -0.257], [-1.743, 0.982, -1.110], [-2.141, 1.711, 0.542], [-2.069, -0.494, 1.562], [-2.501, -2.274, -0.346], [-1.230, -1.443, -1.267], [-0.840, -2.247, 0.265]], "smiles": "C=COC.C=CC", "orbital_gap_ev": 9.8, "lumo_energy_ev": 1.04}

# 4
{"formula": "C38H36F5N4O3Sr", "method": "wB97M-V/def2-TZVPD", "elements": ["Sr", "C", "C", "N", "C", "C", "C", "C", "N", "C", "C", "F", "C", "F", "C", "C", "F", "C", "F", "H", "H", "H", "H", "H", "H", "H", "H", "H", "H", "H", "H", "H", "H", "H", "C", "C", "C", "C", "C", "C", "C", "F", "C", "C", "C", "O", "C", "C", "N", "C", "C", "O", "O", "H", "H", "H", "H", "H", "H", "H", "H", "H", "H", "H", "C", "C", "C", "C", "C", "C", "N", "C", "C", "C", "C", "C", "C", "H", "H", "H", "H", "H", "H", "H", "H", "H", "H"], "positions_angstrom": [[-0.161, 0.748, -0.213], [-3.130, -2.252, 1.117], [-1.971, -2.814, 1.940], [-1.023, -1.787, 2.346], [-1.510, -0.903, 3.398], [-1.702, -1.529, 4.788], [0.348, -2.239, 2.535], [1.367, -1.248, 1.954], [1.150, -1.087, 0.533], [1.888, -1.683, -0.388], [1.404, -1.652, -1.735], [0.155, -1.118, -1.937], [2.090, -2.112, -2.824], [1.535, -1.986, -4.046], [3.334, -2.713, -2.706], [3.820, -2.822, -1.416], [5.018, -3.411, -1.230], [3.151, -2.347, -0.309], [3.776, -2.512, 0.888], [-3.689, -3.069, 0.655], [-3.819, -1.670, 1.728], [-2.737, -1.605, 0.333], [-2.382, -3.365, 2.802], [-1.434, -3.539, 1.327], [-0.816, -0.064, 3.484], [-2.462, -0.483, 3.072], [-0.756, -1.859, 5.219], [-2.139, -0.780, 5.449], [-2.378, -2.385, 4.754], [0.587, -2.408, 3.596], [0.484, -3.189, 2.016], [1.206, -0.274, 2.436], [2.365, -1.596, 2.221], [3.882, -3.074, -3.562], [1.729, 1.586, -7.754], [2.120, 2.697, -6.779], [3.504, 3.275, -7.045], [4.586, 2.246, -6.737], [4.433, 1.758, -5.321], [5.513, 1.281, -4.610], [5.344, 0.825, -3.308], [6.422, 0.344, -2.657], [4.130, 0.864, -2.683], [3.025, 1.364, -3.378], [1.730, 1.438, -2.682], [1.697, 1.269, -1.451], [0.602, 1.703, -3.536], [0.829, 2.094, -4.816], [2.045, 2.211, -5.395], [3.166, 1.787, -4.708], [-0.890, 1.585, -3.145], [-1.684, 1.581, -4.086], [-1.153, 1.506, -1.908], [1.790, 1.945, -8.783], [0.705, 1.266, -7.562], [2.377, 0.717, -7.641], [1.389, 3.503, -6.868], [3.648, 4.149, -6.406], [3.562, 3.603, -8.084], [5.577, 2.679, -6.876], [4.504, 1.404, -7.431], [6.496, 1.250, -5.063], [3.996, 0.516, -1.666], [-0.029, 2.320, -5.437], [-4.946, 1.549, 2.943], [-4.572, 1.234, 1.643], [-3.289, 1.488, 1.192], [-2.308, 2.060, 2.026], [-2.710, 2.375, 3.346], [-3.997, 2.124, 3.784], [-1.019, 2.210, 1.561], [-0.223, 3.221, 2.050], [1.180, 3.078, 2.045], [2.017, 4.077, 2.509], [1.502, 5.267, 3.004], [0.122, 5.448, 2.988], [-0.722, 4.461, 2.517], [-5.953, 1.357, 3.292], [-5.296, 0.791, 0.968], [-3.022, 1.279, 0.160], [-1.988, 2.787, 4.037], [-4.267, 2.371, 4.806], [1.608, 2.150, 1.674], [3.090, 3.922, 2.495], [2.161, 6.040, 3.378], [-0.304, 6.382, 3.339], [-1.786, 4.645, 2.467]], "orbital_gap_ev": 5.9, "charge": -1, "lumo_energy_ev": 2.02}